Record 1
C5H6BrO3 | ωB97M-V with the def2-TZVPD basis set

HOMO level: -2.744 eV
energy above the lowest of the compared OMol25 structures with the same formula, charge and spin: 0.000 eV
HOMO-LUMO gap: 6.3 eV

The geometry in ORCA input format:
```
! RIJCOSX wB97M-V def2-TZVPD def2/J DEFGRID3
* xyz -1 1
Br -3.34 0.99 -0.21
O -2.88 -1.45 1.61
O -0.58 -1.77 1.44
O 0.72 2.92 2.18
C 0.31 -0.62 -1.39
C -1.71 -0.02 0.12
C 1.44 2.43 1.45
C -0.54 0.49 -0.60
C -1.85 -1.00 1.07
H 1.08 -0.12 -2.13
H -0.74 -2.65 1.85
H -0.49 -1.00 -2.10
H 0.10 1.04 0.03
H 0.65 -1.41 -0.69
H -0.89 1.24 -1.41
*
```

Quick look at the Mulliken charges, all values in e:
1. Br -0.3068
2. O -0.7611
3. O -0.5560
4. O -0.1454
5. C -0.9670
6. C 0.0548
7. C 0.0387
8. C 0.1427
9. C 0.5235
10. H 0.2816
11. H 0.2787
12. H 0.2408
13. H -0.4578
14. H 0.2924
15. H 0.3410

---

Record 2
C16H34BeCaClKN4O20S | ωB97M-V with the def2-TZVPD basis set

HOMO level: -6.289 eV
energy above the lowest of the compared OMol25 structures with the same formula, charge and spin: 11.132 eV
HOMO-LUMO gap: 1.7 eV

The geometry in ORCA input format:
```
! RIJCOSX wB97M-V def2-TZVPD def2/J DEFGRID3
* xyz 0 1
Ca 5.23 3.34 -0.81
K -3.49 -2.58 -2.04
Cl 2.37 3.62 1.57
S 0.95 5.99 -1.68
O -4.50 0.95 -3.64
O 3.87 -7.01 -3.22
O 1.10 0.30 5.93
O 2.59 4.62 2.59
O 0.49 -1.18 2.44
O -1.17 -1.76 7.71
O 1.22 0.21 -2.65
O 2.49 2.30 2.15
O 0.90 4.69 -2.38
O 1.51 7.01 -2.58
O 1.04 3.79 1.02
O -1.54 4.12 0.21
O 1.80 5.87 -0.48
O -0.41 6.39 -1.27
O 2.08 -2.27 1.00
O 3.36 3.78 0.52
O 5.26 -5.26 -3.70
O 0.23 -4.40 -0.20
O 3.64 -5.00 -2.15
O -5.71 -4.15 -0.31
N 0.55 0.59 -0.06
N -0.82 0.57 0.15
N -5.05 2.93 -4.58
N -4.13 2.87 -2.51
C -1.49 -0.75 -0.21
C 1.88 -1.55 2.14
C 0.76 -0.65 6.80
C 0.31 0.28 2.55
C -3.10 -0.84 0.08
C -0.93 0.89 1.66
C 3.75 -2.61 -1.74
C -4.56 2.17 -3.58
C -0.82 -0.88 6.76
C -1.61 1.66 -0.54
C 4.22 -5.86 -3.04
C -0.90 3.11 -0.71
C -3.43 -2.40 0.53
C 4.52 -3.88 -2.05
C 0.94 0.39 -1.34
C 5.16 -3.87 -3.40
Be 2.48 1.67 -4.03
H -5.67 -5.08 -0.37
H 4.55 -3.40 -4.18
H -4.17 3.87 -2.44
H -5.38 2.44 -5.40
H 3.02 -2.39 -2.52
H -1.88 1.28 -1.64
H -3.66 -0.68 -0.96
H -1.39 -1.03 -1.36
H 3.19 -2.72 -0.81
H -2.78 -3.08 -0.21
H 0.25 -4.67 0.74
H 1.16 -4.32 -0.44
H -0.90 2.07 1.86
H -1.16 3.50 -1.80
H 5.24 -4.10 -1.26
H -1.91 0.52 2.15
H 1.20 -1.66 6.65
H -0.01 0.47 3.69
H -1.27 0.13 6.81
H -0.76 4.60 0.63
H -5.10 3.93 -4.55
H 1.33 0.89 2.44
H -4.56 -2.70 0.30
H -3.75 2.34 -1.74
H 6.15 -3.41 -3.39
H 1.02 -0.48 7.86
H -1.00 -1.68 0.36
H -3.08 -2.67 1.61
H 4.43 -1.76 -1.65
H 2.79 -1.28 2.86
H -3.53 -0.03 0.80
H -2.67 1.89 -0.04
H 0.27 3.14 -0.63
H -1.05 -1.16 5.71
*
```

Quick look at the Mulliken charges, all values in e:
1. Ca 1.2426
2. K 0.9052
3. Cl 1.5731
4. S 1.2416
5. O -0.6502
6. O -0.5477
7. O -0.3974
8. O -0.6873
9. O -0.2914
10. O -0.4021
11. O -0.5758
12. O -0.7843
13. O -0.6480
14. O -0.6350
15. O -0.6262
16. O -0.5613
17. O -0.5646
18. O -0.6501
19. O -0.4393
20. O -0.6422
21. O -0.3154
22. O -0.5976
23. O -0.2752
24. O -0.9800
25. N -0.6893
26. N 1.1427
27. N -0.4179
28. N -0.2474
29. C 0.5271
30. C 0.1318
31. C -0.1603
32. C -0.0982
33. C -0.7517
34. C -0.4989
35. C -1.0673
36. C 0.6211
37. C 0.0626
38. C -1.0621
39. C 0.5505
40. C -0.4007
41. C -1.4403
42. C 0.5025
43. C 0.7217
44. C -0.5273
45. Be 0.0010
46. H 0.1243
47. H 0.3232
48. H 0.2086
49. H 0.2490
50. H 0.3670
51. H 0.5052
52. H 0.2091
53. H 0.4515
54. H 0.0484
55. H 0.2718
56. H 0.2987
57. H 0.2762
58. H 0.4014
59. H 0.2844
60. H 0.2499
61. H 0.2973
62. H 0.2562
63. H 0.1828
64. H 0.2854
65. H 0.4301
66. H 0.1656
67. H 0.2361
68. H 0.4109
69. H 0.2070
70. H 0.3360
71. H 0.3261
72. H 0.0350
73. H 0.2754
74. H 0.4185
75. H 0.3292
76. H 0.3682
77. H 0.2678
78. H 0.2484
79. H 0.0648

---

Record 3
C6H8 | ωB97M-V with the def2-TZVPD basis set

HOMO level: -8.990 eV
energy above the lowest of the compared OMol25 structures with the same formula, charge and spin: 5.600 eV
HOMO-LUMO gap: 9.6 eV

The geometry in ORCA input format:
```
! RIJCOSX wB97M-V def2-TZVPD def2/J DEFGRID3
* xyz 0 1
C -2.20 -1.15 -0.03
C -1.30 -0.28 0.19
C -0.33 1.86 -0.25
C 1.39 0.20 0.42
C 1.67 -1.22 -0.28
C -0.19 0.65 0.31
H 2.60 -1.39 0.04
H 0.93 -2.05 -0.27
H 1.82 0.10 1.64
H 0.53 2.41 -0.77
H -3.14 -1.58 -0.35
H 2.04 -1.18 -1.33
H 2.17 0.96 -0.60
H -1.29 2.32 -0.53
*
```

Quick look at the Mulliken charges, all values in e:
1. C -0.2352
2. C -0.2203
3. C -0.7984
4. C -0.2710
5. C -1.1925
6. C 0.3571
7. H 0.4682
8. H 0.2991
9. H 0.2328
10. H 0.1665
11. H 0.3790
12. H 0.3176
13. H 0.1828
14. H 0.3144

---

Record 4
C15H33Br3Cl6O8P2 | ωB97M-V with the def2-TZVPD basis set

HOMO level: -10.177 eV
energy above the lowest of the compared OMol25 structures with the same formula, charge and spin: 2.840 eV
HOMO-LUMO gap: 9.9 eV

The geometry in ORCA input format:
```
! RIJCOSX wB97M-V def2-TZVPD def2/J DEFGRID3
* xyz 0 1
Br -18.18 -13.03 7.60
Br -19.89 -14.83 9.62
Br -21.59 -13.03 7.62
Cl -26.88 -14.93 9.72
Cl -19.18 -14.49 13.44
Cl -29.19 -14.41 11.67
Cl -27.57 -16.81 11.70
Cl -18.32 -16.58 15.49
Cl -16.91 -16.01 12.93
P -22.74 -17.80 11.90
P -24.39 -16.15 2.29
O -23.62 -16.84 10.91
O -21.67 -17.10 12.63
O -25.68 -15.64 1.47
O -23.76 -18.63 12.78
O -22.05 -18.94 10.93
O -24.91 -16.98 3.56
O -23.35 -15.17 2.68
O -23.80 -17.33 1.36
C -25.70 -16.32 4.57
C -19.86 -13.22 8.64
C -25.05 -13.93 -0.12
C -23.71 -18.44 15.24
C -28.28 -15.56 10.63
C -24.42 -18.05 13.95
C -22.21 -18.79 0.52
C -25.63 -15.36 0.10
C -25.07 -16.04 5.83
C -23.64 -16.13 8.52
C -22.65 -17.99 1.69
C -18.46 -16.04 13.75
C -22.87 -21.19 11.67
C -21.70 -20.21 11.53
C -22.88 -16.18 9.90
H -23.31 -16.93 7.86
H -22.78 -18.53 2.62
H -22.99 -19.54 0.40
H -22.62 -15.21 10.31
H -23.56 -21.30 10.83
H -22.21 -18.17 -0.38
H -21.96 -16.65 9.56
H -25.73 -13.28 0.42
H -25.21 -16.11 -0.58
H -24.70 -16.15 8.74
H -26.47 -17.01 4.90
H -26.13 -15.44 4.07
H -29.08 -15.90 9.97
H -24.32 -17.82 15.89
H -21.20 -19.99 12.47
H -22.67 -18.12 15.22
H -23.75 -19.48 15.57
H -21.90 -17.22 1.89
H -23.32 -15.20 8.03
H -25.65 -15.53 6.60
H -25.35 -18.58 13.74
H -24.41 -16.96 13.83
H -21.27 -19.33 0.68
H -24.10 -13.82 0.41
H -23.49 -20.87 12.51
H -22.57 -22.17 12.04
H -24.85 -17.07 6.12
H -20.89 -20.66 10.95
H -24.20 -15.41 5.68
H -19.05 -16.82 13.26
H -24.98 -13.62 -1.16
H -26.66 -15.19 -0.21
H -19.78 -12.35 9.30
*
```

Quick look at the Mulliken charges, all values in e:
1. Br -0.0472
2. Br 0.0847
3. Br -0.0606
4. Cl -0.0591
5. Cl -0.1063
6. Cl -0.1331
7. Cl -0.0785
8. Cl -0.1614
9. Cl -0.1355
10. P 0.4830
11. P 0.9168
12. O -0.1213
13. O -0.4533
14. O -0.2989
15. O -0.1043
16. O -0.3966
17. O -0.2633
18. O -0.6892
19. O -0.2620
20. C -0.5427
21. C -0.3922
22. C -0.9922
23. C -1.0828
24. C -0.0784
25. C -0.3433
26. C -1.2255
27. C -0.3027
28. C -0.7632
29. C -0.6782
30. C -0.1773
31. C 0.4237
32. C -0.9535
33. C -0.3252
34. C -0.3068
35. H 0.2950
36. H 0.2831
37. H 0.2963
38. H 0.5070
39. H 0.2913
40. H 0.2916
41. H 0.2303
42. H 0.2772
43. H 0.3110
44. H 0.1291
45. H 0.2955
46. H 0.3847
47. H 0.3421
48. H 0.3919
49. H 0.2860
50. H 0.2490
51. H 0.2965
52. H 0.3397
53. H 0.0130
54. H 0.3254
55. H 0.2859
56. H 0.3669
57. H 0.3766
58. H 0.2854
59. H 0.1713
60. H 0.3955
61. H 0.2215
62. H 0.3591
63. H 0.3225
64. H -0.0433
65. H 0.3738
66. H 0.2646
67. H 0.4107

---

Record 5
C4H4N2S | ωB97M-V with the def2-TZVPD basis set

HOMO level: -8.135 eV
energy above the lowest of the compared OMol25 structures with the same formula, charge and spin: 4.015 eV
HOMO-LUMO gap: 8.3 eV

The geometry in ORCA input format:
```
! RIJCOSX wB97M-V def2-TZVPD def2/J DEFGRID3
* xyz 0 1
S 0.77 -1.52 -0.07
N 1.30 0.03 0.18
N 3.40 1.17 -0.41
C -1.07 -1.10 -0.26
C -1.28 0.25 0.28
C 2.37 0.64 -0.19
C -0.27 1.05 0.49
H 0.07 2.05 0.57
H -1.33 -1.09 -1.37
H -2.29 0.42 0.49
H -1.67 -1.89 0.29
*
```

Quick look at the Mulliken charges, all values in e:
1. S -0.0518
2. N -0.2785
3. N -0.5189
4. C -0.4817
5. C -0.3376
6. C 0.4801
7. C -0.2657
8. H 0.4257
9. H 0.2823
10. H 0.4030
11. H 0.3432

---

- Which of these has the highest HOMO-LUMO gap?
  C15H33Br3Cl6O8P2